[1]
The following is a DFT calculation (ωB97M-V/def2-TZVPD) of a molecular structure, C21H18NO14P2Sr.

- total charge = -1
- orbital gap (eV) = 7.720
- energy above the lowest of the compared OMol25 structures with the same formula, charge and spin (eV) = 0.276
- E_HOMO (eV) = -6.274

Last column: Mulliken charge in e.
Geometry (Å):
Sr1 1.100 -2.128 0.922  2.084
O1 2.468 -0.674 -3.237  -0.475
C1 1.968 -0.683 -1.998  0.505
O2 1.060 -1.403 -1.666  -0.463
C2 2.672 0.269 -1.077  0.195
C3 3.784 0.992 -1.480  -0.691
C4 4.407 1.789 -0.536  -0.577
C5 3.911 1.823 0.756  -0.338
C6 2.786 1.069 1.053  0.040
N1 2.169 0.323 0.147  0.330
C7 2.152 1.081 2.426  0.159
O3 2.998 1.090 3.469  -0.540
O4 0.966 1.155 2.564  -0.443
H1 1.973 -1.333 -3.746  0.394
H2 4.154 0.911 -2.490  0.543
H3 5.281 2.368 -0.800  0.432
H4 4.381 2.419 1.526  0.542
H5 3.768 0.537 3.269  0.337
O5 1.642 -4.262 2.433  -0.553
P1 2.868 -4.684 1.411  0.686
O6 3.146 -6.118 1.469  -0.733
O7 2.556 -3.958 0.132  -0.680
O8 4.093 -3.854 2.132  -0.355
P2 4.175 -2.254 2.158  1.227
O9 5.222 -2.025 3.364  -0.563
O10 4.664 -1.655 0.897  -0.625
O11 2.839 -1.747 2.681  -0.959
H6 1.961 -3.456 2.893  0.418
H7 6.109 -2.299 3.101  0.326
O12 -1.039 1.128 -0.245  -0.592
C8 -2.300 0.490 -0.376  2.915
C9 -2.228 -0.975 0.181  -0.226
O13 -3.189 -1.711 0.025  -0.706
O14 -1.132 -1.229 0.788  -0.864
C10 -2.634 0.533 -1.862  -0.535
C11 -2.956 1.763 -2.430  -0.383
C12 -3.166 1.883 -3.796  -0.773
C13 -3.057 0.768 -4.617  -0.363
C14 -2.738 -0.460 -4.058  -0.942
C15 -2.528 -0.578 -2.689  -0.079
C16 -3.352 1.205 0.470  -0.447
C17 -2.962 2.037 1.513  -0.370
C18 -3.915 2.648 2.317  -0.863
C19 -5.267 2.434 2.090  -0.321
C20 -5.660 1.599 1.052  -0.879
C21 -4.709 0.986 0.250  -0.086
H8 -0.553 0.579 0.396  0.119
H9 -3.041 2.633 -1.790  0.432
H10 -3.416 2.849 -4.219  0.378
H11 -3.226 0.857 -5.683  0.393
H12 -2.658 -1.338 -4.688  0.412
H13 -2.301 -1.544 -2.260  0.485
H14 -1.908 2.207 1.689  0.488
H15 -3.597 3.292 3.128  0.392
H16 -6.010 2.911 2.718  0.379
H17 -6.713 1.419 0.869  0.367
H18 -5.014 0.320 -0.547  0.446

=====

[2]
The following is a DFT calculation (ωB97M-V/def2-TZVPD) of 8 unconnected molecules or ions with the total composition C11H38BN4O8.

- total charge = +1
- orbital gap (eV) = 8.944
- E_HOMO (eV) = -11.780

Last column: Mulliken charge in e.
Geometry (Å):
C1 -0.605 -0.228 0.033  -1.164
C2 -0.247 1.182 -0.473  0.266
B1 -1.497 2.091 -0.445  0.379
O1 -1.672 3.258 0.174  -0.555
N1 -2.767 1.614 -1.157  0.394
N2 -2.806 1.340 -2.505  -0.229
C3 -4.018 0.879 -2.784  0.004
N3 -4.787 0.845 -1.724  -0.596
C4 -4.004 1.306 -0.735  0.384
N4 -4.408 1.437 0.530  -0.328
H1 -1.399 -0.689 -0.559  0.272
H2 -0.901 -0.221 1.079  0.252
H3 0.258 -0.883 -0.040  0.558
H4 0.080 1.094 -1.517  0.125
H5 0.564 1.609 0.112  -0.166
H6 -0.847 3.721 0.387  0.407
H7 -2.004 1.471 -3.100  0.173
H8 -4.307 0.583 -3.779  0.432
H9 -5.242 0.963 0.828  0.247
H10 -3.887 1.977 1.198  0.191
C5 -0.286 6.898 -0.664  -0.498
O2 -0.582 5.756 0.138  -0.455
H11 0.702 6.733 -1.088  0.081
H12 -0.989 7.031 -1.489  0.287
H13 -0.251 7.815 -0.076  0.290
H14 -1.446 5.888 0.540  0.258
C6 -0.706 -4.233 -0.695  -0.558
O3 0.144 -3.179 -1.150  -0.463
H15 -0.117 -4.854 -0.025  0.136
H16 -1.561 -3.833 -0.142  0.295
H17 -1.057 -4.848 -1.525  0.340
H18 -0.371 -2.630 -1.745  0.245
C7 1.268 -0.023 3.398  -0.343
O4 0.070 -0.735 3.078  -0.456
H19 1.788 0.170 2.463  -0.061
H20 1.050 0.933 3.882  0.290
H21 1.917 -0.611 4.051  0.327
H22 -0.392 -0.918 3.901  0.252
C8 3.389 5.490 -1.050  -0.642
O5 2.771 4.516 -0.206  -0.426
H23 4.351 5.087 -1.352  0.254
H24 2.787 5.673 -1.943  0.279
H25 3.548 6.430 -0.516  0.281
H26 1.927 4.874 0.086  0.240
C9 -2.176 -7.762 -1.263  -0.575
O6 -0.784 -7.817 -1.541  -0.499
H27 -2.632 -7.161 -2.047  0.219
H28 -2.638 -8.752 -1.275  0.315
H29 -2.371 -7.291 -0.295  0.255
H30 -0.359 -8.351 -0.865  0.295
C10 2.616 -5.013 2.175  -0.504
O7 1.551 -4.295 2.789  -0.463
H31 2.902 -5.824 2.840  0.248
H32 2.311 -5.445 1.217  0.211
H33 3.485 -4.369 2.018  0.241
H34 1.310 -3.576 2.197  0.262
C11 4.121 0.537 0.056  -0.678
O8 3.086 1.277 0.702  -0.335
H35 4.296 -0.351 0.659  0.240
H36 3.829 0.226 -0.950  0.296
H37 5.047 1.111 -0.001  0.291
H38 2.948 2.081 0.190  0.182

=====

[3]
The following is a DFT calculation (ωB97M-V/def2-TZVPD) of a single C5H12N2O molecule.

- structure (SMILES) = C=NOC(C)(C)CN
- orbital gap (eV) = 9.929
- energy above the lowest of the compared OMol25 structures with the same formula, charge and spin (eV) = 4.164
- E_HOMO (eV) = -8.934

Last column: Mulliken charge in e.
Geometry (Å):
C1 0.497 -0.299 1.477  -1.372
C2 0.520 -0.316 -0.042  1.504
C3 1.334 -1.411 -0.576  -1.830
C4 1.042 0.973 -0.585  -0.753
C5 -2.951 -0.192 -0.178  -0.404
H1 -0.245 0.419 1.689  0.453
H2 1.461 0.020 1.885  0.341
H3 0.263 -1.285 1.951  0.356
H4 0.849 -2.378 -0.330  0.399
H5 1.366 -1.399 -1.690  0.386
H6 2.354 -1.532 -0.217  0.381
H7 2.097 1.019 -0.247  0.279
H8 1.022 1.042 -1.747  0.338
H9 -0.506 1.770 0.315  0.354
H10 0.085 2.677 -0.821  0.282
H11 -3.643 -0.030 0.630  0.254
H12 -3.312 -0.933 -0.936  0.265
N1 0.329 2.109 -0.026  -0.618
N2 -1.758 0.242 0.002  -0.551
O1 -0.803 -0.495 -0.553  -0.063

=====

[4]
The following is a DFT calculation (ωB97M-V/def2-TZVPD) of 3 unconnected molecules or ions with the total composition C15H11F8.

- total charge = -1
- orbital gap (eV) = 6.482
- E_HOMO (eV) = -3.602

Last column: Mulliken charge in e.
Geometry (Å):
F1 2.907 0.751 3.563  -0.334
C1 2.063 1.510 2.795  1.087
F2 2.880 1.928 1.745  -0.290
F3 1.897 2.678 3.506  -0.326
C2 0.869 0.786 2.414  -1.253
C3 -0.381 1.485 2.534  0.937
F4 -1.434 0.769 1.982  -0.303
F5 -0.878 1.746 3.825  -0.345
F6 -0.419 2.709 1.936  -0.320
H1 0.810 -0.161 2.951  0.133
F7 3.319 -0.821 0.839  -0.270
C4 3.858 -0.829 -0.378  0.382
C5 3.176 -1.445 -1.411  -0.487
C6 3.747 -1.455 -2.675  -0.248
C7 4.979 -0.852 -2.896  -0.552
C8 5.639 -0.231 -1.844  -0.264
C9 5.081 -0.214 -0.574  -0.462
H2 2.211 -1.891 -1.215  0.430
H3 3.222 -1.929 -3.494  0.338
H4 5.417 -0.858 -3.886  0.355
H5 6.593 0.252 -2.013  0.334
H6 5.564 0.279 0.258  0.419
F8 -6.619 1.823 -1.091  -0.321
C10 -5.849 0.729 -0.874  0.515
C11 -4.715 0.853 -0.098  -0.673
C12 -3.934 -0.272 0.119  -0.190
C13 -4.298 -1.491 -0.439  -0.742
C14 -5.443 -1.587 -1.217  -0.198
C15 -6.234 -0.468 -1.442  -0.548
H7 -4.448 1.812 0.325  0.455
H8 -3.039 -0.188 0.720  0.596
H9 -3.683 -2.365 -0.267  0.396
H10 -5.726 -2.536 -1.654  0.351
H11 -7.131 -0.515 -2.044  0.399

=====

[5]
The following is a DFT calculation (ωB97M-V/def2-TZVPD) of a molecular structure, C17H11Cl7N2SY.

- total charge = +1
- orbital gap (eV) = 7.734
- E_HOMO (eV) = -11.148

Last column: Mulliken charge in e.
Geometry (Å):
Y1 0.025 0.367 -0.468  1.253
Cl1 2.709 0.954 -0.859  -0.216
C1 2.782 2.745 -0.994  1.374
C2 4.059 3.258 -0.950  -0.884
C3 4.202 4.634 -1.070  -0.372
C4 3.081 5.429 -1.224  -0.766
C5 1.815 4.864 -1.259  0.349
Cl2 0.459 5.915 -1.449  -0.183
C6 1.606 3.480 -1.146  -0.181
S1 -0.027 2.840 -1.192  -0.316
H1 4.913 2.609 -0.829  0.421
H2 5.186 5.078 -1.042  0.382
H3 3.173 6.501 -1.319  0.428
Cl3 -3.415 0.290 -0.384  -0.246
C7 -2.751 0.329 1.259  0.928
C8 -1.383 0.367 1.319  -0.821
C9 -0.805 0.364 2.562  0.750
Cl4 0.968 0.356 2.513  -0.237
C10 -1.526 0.354 3.745  -0.804
Cl5 -0.750 0.359 5.267  -0.155
C11 -2.926 0.334 3.636  0.989
Cl6 -3.875 0.324 5.060  -0.150
C12 -3.563 0.316 2.384  -0.732
Cl7 -5.266 0.273 2.260  -0.155
C13 -2.745 -4.744 -1.023  -1.231
C14 -1.547 -3.864 -1.045  0.767
C15 -0.193 -4.143 -1.086  -1.034
C16 0.454 -2.910 -1.083  0.887
N1 -0.443 -1.918 -1.047  -0.459
N2 -1.657 -2.528 -1.019  0.253
C17 1.914 -2.608 -1.100  -1.424
H4 -2.449 -5.789 -1.059  0.340
H5 -3.386 -4.541 -1.881  0.335
H6 -3.323 -4.585 -0.113  0.330
H7 0.260 -5.118 -1.112  0.369
H8 -2.496 -1.970 -0.946  0.176
H9 2.493 -3.525 -1.190  0.344
H10 2.238 -2.128 -0.171  0.332
H11 2.187 -1.971 -1.945  0.359

=====

Q: What is the E_HOMO in the third record?
A: -8.934 eV